No. 1
36
Properties=species:S:1:pos:R:3:forces:R:3 method="wB97M-V/def2-TZVPD" de_lowest_ev=0.3952 multiplicity=1 smiles=CCO.CCO.CCO.CCO homo_ha=-0.3546 energy_ev=-16874.31403 lumo_energy_ev=0.7077 largest_force_ha_per_bohr=0.0215 total_charge=0
C -0.282 -0.668 2.727 0.4180 -0.2305 -0.3191
C -1.328 0.332 2.280 0.3210 -0.2273 -0.3926
O -1.186 0.500 0.851 -0.2156 -0.1893 0.5061
H -0.394 -1.591 2.151 -0.0328 0.0405 0.0390
H -0.294 -0.940 3.782 -0.2746 0.2456 0.0757
H 0.716 -0.281 2.504 -0.0655 0.0058 0.0017
H -1.174 1.299 2.764 -0.1421 -0.0077 0.0704
H -2.333 -0.039 2.496 -0.0090 0.1156 0.1010
H -2.085 0.649 0.517 -0.0067 0.3189 -0.0843
C 3.875 0.204 1.730 -0.5691 -0.0087 -0.9477
C 5.242 0.508 1.167 -0.2581 0.4949 0.4049
O 5.555 -0.508 0.240 0.2426 -0.1745 -0.2062
H 3.845 -0.766 2.222 0.0459 0.1568 0.3484
H 3.175 0.132 0.885 0.1416 -0.0783 0.0852
H 3.486 1.028 2.325 0.2014 -0.1551 0.4402
H 5.980 0.567 1.977 0.0625 -0.0802 -0.0945
H 5.203 1.493 0.682 0.1149 -0.0960 -0.0254
H 6.398 -0.298 -0.172 -0.0021 -0.0613 -0.0100
C 0.347 0.013 -3.634 0.4701 0.0913 -0.1640
C 0.144 0.323 -2.174 -0.0080 -0.0483 0.1567
O -0.242 -0.875 -1.529 -0.1586 -0.1816 -0.0452
H 0.696 0.897 -4.170 -0.1215 0.0267 -0.0255
H -0.549 -0.375 -4.113 -0.0829 0.0072 0.0452
H 1.142 -0.734 -3.716 -0.1443 -0.0596 -0.0647
H -0.617 1.098 -2.016 0.0454 0.0228 -0.1072
H 1.088 0.693 -1.755 -0.0886 0.0740 0.0460
H -0.632 -0.646 -0.676 0.2115 0.1011 0.2358
C -3.600 -1.054 -1.093 0.0799 -0.0426 0.5587
C -4.496 0.056 -0.580 -0.3918 0.1091 -0.4040
O -3.754 1.191 -0.101 -0.0490 -0.2561 0.0189
H -4.178 -1.957 -1.286 -0.0950 0.0687 -0.2701
H -2.879 -1.335 -0.318 0.0058 0.0964 -0.1254
H -3.046 -0.747 -1.978 0.0125 -0.1125 -0.0614
H -5.133 -0.287 0.235 0.2234 0.0486 0.1907
H -5.188 0.391 -1.363 0.1105 -0.0410 0.0244
H -3.503 1.727 -0.860 0.0079 0.0267 -0.0015

No. 2
22
Properties=species:S:1:pos:R:3:forces:R:3 method="wB97M-V/def2-TZVPD" s_squared=0.7504 de_lowest_ev=0.7236 multiplicity=2 homo_ha="0.0462 / -0.1704" energy_ev=-9426.60244 lumo_energy_ev="3.9771 / 3.7773" largest_force_ha_per_bohr=0.0400 total_charge=-1
C -2.104 0.242 2.094 0.3006 0.0775 -0.3271
C -1.005 -0.792 2.115 -0.4901 -0.9119 -1.7791
C 0.063 -0.876 1.302 0.2808 0.3305 0.5507
N -1.392 -1.927 2.867 0.0560 0.1860 1.1108
H -2.295 0.504 3.135 -0.1722 0.2000 0.0383
H -3.052 -0.186 1.688 0.5738 0.2636 0.1193
H -1.816 1.150 1.531 -0.2140 -0.5209 0.2148
H 0.798 -1.651 1.527 -0.3120 -0.1691 -0.3714
H 0.276 -0.220 0.458 -0.0416 0.2684 0.7596
H -2.382 -2.094 2.780 -0.2477 0.1125 0.1267
H -0.916 -2.781 2.628 0.2927 0.0374 -0.2235
C 2.291 1.738 -1.758 -0.3041 -0.4873 -1.1709
C 1.162 0.782 -2.185 -0.3365 -1.1315 -0.1190
C 1.264 -0.250 -3.099 -0.0467 1.4824 1.0131
N -0.009 0.969 -1.376 0.5743 -0.9094 -1.2562
H 2.348 1.801 -0.674 -0.0444 -0.1594 0.0718
H 2.099 2.757 -2.133 0.0031 -0.2706 0.0672
H 3.254 1.387 -2.169 -0.3300 0.1995 0.1622
H 0.417 -0.935 -3.261 0.4282 0.5263 0.0492
H 2.158 -0.396 -3.728 -0.3548 0.0958 0.6336
H -0.313 1.933 -1.340 -0.0457 0.3434 0.1232
H -0.798 0.377 -1.689 0.4303 0.4369 0.2064